(1)
This record from the OMol25 dataset describes an isolated molecule of C8H10N2O in a non-equilibrium geometry. The level of theory is ωB97M-V/def2-TZVPD.

Each line ends with the Löwdin charge.
Element x y z (Å)
H1 3.393 -2.182 -0.230  0.040
N1 2.473 -1.795 -0.384  0.126
C1 2.333 -0.571 -0.039  -0.462
N2 3.334 0.292 0.386  0.102
C2 1.000 0.085 -0.183  -0.147
C3 0.800 1.508 -0.209  -0.036
C4 -0.484 2.020 -0.257  -0.078
C5 -1.595 1.168 -0.221  -0.038
C6 -1.449 -0.211 -0.209  -0.193
C7 -2.636 -1.161 -0.138  -0.239
O1 -3.832 -0.615 0.340  -0.078
C8 -0.146 -0.714 -0.225  0.005
H2 3.015 0.977 1.088  0.098
H3 4.188 -0.159 0.708  0.096
H4 1.635 2.197 -0.179  0.099
H5 -0.649 3.070 -0.295  0.093
H6 -2.579 1.621 -0.305  0.114
H7 -2.299 -2.045 0.464  0.130
H8 -2.902 -1.501 -1.143  0.129
H9 -3.657 -0.200 1.237  0.125
H10 0.055 -1.785 -0.206  0.113

Properties
frontier orbital gap = 0.3618 Eh
SMILES = [H]/N=C(\N)c1cccc(CO)c1
lowest unoccupied orbital energy = 0.74 eV
energy relative to the best compared isomer or geometry (same formula, charge and spin) = 13.8 kcal/mol
energy = -13485.735 eV
HOMO level = -9.11 eV
max |F| = 0.0440 Eh/bohr
2S+1 = 1

---

(2)
This record from the OMol25 dataset describes an isolated molecule of CHF2NO2 in a non-equilibrium geometry. The level of theory is ωB97M-V/def2-TZVPD.

Each line ends with the Löwdin charge.
Element x y z (Å)
O1 -2.086 -0.755 -0.808  0.112
C1 -1.175 -0.039 -0.515  -0.441
O2 -0.299 -0.436 0.306  0.072
N1 1.058 0.433 0.415  0.065
F1 2.041 -0.322 -0.203  0.022
F2 1.417 0.194 1.691  0.042
H1 -0.956 0.924 -0.886  0.128

Properties
frontier orbital gap = 0.4052 Eh
SMILES = O=CON(F)F
lowest unoccupied orbital energy = -0.19 eV
energy relative to the best compared isomer or geometry (same formula, charge and spin) = 69.9 kcal/mol
energy = -12067.401 eV
HOMO level = -11.22 eV
max |F| = 0.1346 Eh/bohr
2S+1 = 1

---

(3)
This record from the OMol25 dataset describes a structure of composition C9H11N2O3ReSSbSe4 in a non-equilibrium geometry. The level of theory is ωB97M-V/def2-TZVPD.

Each line ends with the Löwdin charge.
Element x y z (Å)
Re1 -1.880 0.385 0.770  0.433
Se1 -4.182 0.943 4.940  0.016
Sb1 -2.229 -0.317 4.492  -0.001
Se2 -3.982 0.058 1.365  0.410
Se3 -0.503 0.422 2.872  0.102
Se4 -1.945 -2.556 4.865  0.125
O1 3.981 3.063 -4.097  0.098
C1 2.800 3.346 -3.392  -0.453
O2 2.501 4.471 -3.188  0.169
C2 1.942 2.263 -2.863  -0.133
C3 0.594 2.540 -2.946  -0.007
C4 -0.327 1.702 -2.385  -0.138
C5 0.098 0.555 -1.725  -0.615
S1 -1.138 -0.640 -1.132  0.682
C6 1.430 0.190 -1.714  -0.069
C7 2.402 1.104 -2.221  0.035
H1 3.863 2.313 -4.696  0.115
H2 0.254 3.466 -3.415  0.144
H3 -1.344 2.056 -2.386  0.113
H4 1.782 -0.754 -1.228  0.135
H5 3.459 0.859 -2.186  0.129
N1 -1.347 -4.616 2.160  0.146
C8 -0.248 -3.794 2.089  -0.729
N2 0.663 -3.864 3.162  0.131
O3 -0.059 -3.079 1.155  -0.003
H6 -1.476 -5.184 2.982  0.089
H7 -1.760 -4.843 1.296  0.092
H8 0.414 -4.351 4.021  0.079
H9 1.404 -3.225 3.059  0.082
C9 -1.806 2.125 0.225  -0.249
H10 -0.834 2.448 -0.202  0.043
H11 -2.526 2.912 0.326  0.029

Properties
charge = +1
frontier orbital gap = 0.1970 Eh
lowest unoccupied orbital energy = -6.33 eV
energy relative to the best compared isomer or geometry (same formula, charge and spin) = 59.0 kcal/mol
energy = -299514.777 eV
HOMO level = -11.70 eV
max |F| = 0.0609 Eh/bohr
2S+1 = 1